Computed, not measured: the molecule C2H8N4S in a non-equilibrium geometry, with wB97M-V/def2-TZVPD.

Properties
total charge: 0

Last columns: bonded neighbours and bond lengths (Å).
Geometry (Å):
1 H 2.44765 1.73827 -0.20436  N2 0.981
2 N 1.47697 1.88044 -0.18308  H1 0.981, C3 1.262
3 C 0.92591 0.74653 -0.13223  N2 1.262, N4 1.336, N6 1.392
4 N 1.51361 -0.45322 -0.16841  C3 1.336, S5 1.670, H9 0.979
5 S 3.15391 -0.76668 -0.14471  N4 1.670, H10 1.398
6 N -0.46276 0.67880 -0.05932  C3 1.392, N7 1.447, H11 1.083
7 N -1.12769 -0.50969 0.42995  N6 1.447, C8 1.431, H12 0.988
8 C -2.27202 -0.72200 -0.40288  N7 1.431, H13 1.294, H14 1.304, H15 1.179
9 H 0.99795 -1.24259 0.09653  N4 0.979
10 H 3.24139 -0.33886 1.18347  S5 1.398
11 H -0.79511 1.61616 0.36822  N6 1.083
12 H -1.41406 -0.32822 1.35831  N7 0.988
13 H -1.99332 -0.33084 -1.60402  C8 1.294
14 H -2.59502 -1.97667 -0.55268  C8 1.304
15 H -3.09739 0.00857 0.01521  C8 1.179

Mulliken population analysis, charges in e, atoms 1 to 2: atom 1 (H): 0.230, atom 2 (N): -0.695



Computed, not measured: a cluster of 7 separate species, C30H56O9 in total in a non-equilibrium geometry, with wB97M-V/def2-TZVPD.

Properties
total charge: 0

Last columns: bonded neighbours and bond lengths (Å).
Geometry (Å):
1 O 5.31326 0.54580 -0.80029  C2 1.250
2 C 4.69622 1.55738 -0.40332  O1 1.250, C3 1.597, H10 1.142
3 C 3.40392 1.38943 0.52055  C2 1.597, C4 1.616, H11 1.150, H12 1.141
4 C 2.05382 1.20692 -0.34806  C3 1.616, C5 1.602, O9 1.475, H13 1.152
5 C 1.09512 2.46991 -0.57392  C4 1.602, C6 1.630, H14 1.135, H15 1.148
6 C -0.13852 2.09457 0.42319  C5 1.630, C7 1.624, H16 1.147, H17 1.137
7 C -0.06660 0.49609 0.14416  C6 1.624, O8 1.235, O9 1.437
8 O -0.93097 -0.27546 -0.28334  C7 1.235
9 O 1.30717 0.24296 0.48219  C4 1.475, C7 1.437
10 H 4.99134 2.62423 -0.68599  C2 1.142
11 H 3.50305 0.42347 1.13738  C3 1.150
12 H 3.21523 2.26645 1.22530  C3 1.141
13 H 2.31264 0.70110 -1.35044  C4 1.152
14 H 1.51513 3.52262 -0.52004  C5 1.135
15 H 0.56183 2.41101 -1.58926  C5 1.148
16 H -1.12826 2.59405 0.12928  C6 1.147
17 H 0.13060 2.26318 1.51535  C6 1.137
18 C 3.04482 -2.92551 4.25842  C19 1.513, C22 1.515, H23 1.091, H24 1.095
19 C 3.94067 -2.42052 5.36810  C18 1.513, C20 1.518, H25 1.095, H26 1.091
20 C 4.75524 -1.35613 4.65623  C19 1.518, O21 1.434, H27 1.095, H28 1.092
21 O 3.91836 -0.81624 3.62405  C20 1.434, C22 1.432
22 C 2.76749 -1.65654 3.47812  C18 1.515, O21 1.432, H29 1.096, H30 1.092
23 H 2.13649 -3.41453 4.61397  C18 1.091
24 H 3.59393 -3.63656 3.63258  C18 1.095
25 H 3.33343 -1.96163 6.15517  C19 1.095
26 H 4.55808 -3.19698 5.82276  C19 1.091
27 H 5.64232 -1.78584 4.17881  C20 1.095
28 H 5.07458 -0.55483 5.32661  C20 1.092
29 H 1.90734 -1.11807 3.89094  C22 1.096
30 H 2.58374 -1.84645 2.41839  C22 1.092
31 C -3.71793 0.94743 3.32998  C32 1.513, C35 1.516, H36 1.091, H37 1.095
32 C -4.74006 2.06300 3.32751  C31 1.513, C33 1.516, H38 1.095, H39 1.091
33 C -3.90813 3.25241 2.88856  C32 1.516, O34 1.435, H40 1.095, H41 1.093
34 O -2.87476 2.74359 2.03342  C33 1.435, C35 1.435
35 C -2.85133 1.31261 2.14123  C31 1.516, O34 1.435, H42 1.096, H43 1.092
36 H -4.15457 -0.04928 3.24830  C31 1.091
37 H -3.12640 0.98771 4.25045  C31 1.095
38 H -5.51526 1.85396 2.58277  C32 1.095
39 H -5.22639 2.21615 4.29222  C32 1.091
40 H -3.42661 3.73835 3.74382  C33 1.095
41 H -4.49594 3.99927 2.34929  C33 1.093
42 H -3.25873 0.90017 1.21157  C35 1.096
43 H -1.82106 0.96913 2.25210  C35 1.092
44 C -5.74425 3.47312 -2.26477  C45 1.513, C48 1.516, H49 1.091, H50 1.095
45 C -5.19227 3.74778 -0.88271  C44 1.513, C46 1.516, H51 1.095, H52 1.092
46 C -3.69975 3.60356 -1.10562  C45 1.516, O47 1.434, H53 1.096, H54 1.092
47 O -3.44282 3.99707 -2.46077  C46 1.434, C48 1.434
48 C -4.69222 4.10517 -3.15539  C44 1.516, O47 1.434, H55 1.096, H56 1.092
49 H -6.74254 3.88223 -2.42880  C44 1.091
50 H -5.78341 2.39317 -2.44092  C44 1.095
51 H -5.42844 4.77514 -0.58624  C45 1.095
52 H -5.57539 3.07430 -0.11389  C45 1.092
53 H -3.37960 2.56192 -0.99239  C46 1.096
54 H -3.11246 4.22408 -0.42513  C46 1.092
55 H -4.89567 5.16964 -3.31584  C48 1.096
56 H -4.61558 3.61493 -4.12835  C48 1.092
57 C -2.83752 -2.92177 0.25397  C58 1.513, C61 1.515, H62 1.091, H63 1.095
58 C -4.22236 -3.37737 0.65847  C57 1.513, C59 1.516, H64 1.095, H65 1.091
59 C -3.96599 -3.99476 2.01956  C58 1.516, O60 1.434, H66 1.095, H67 1.093
60 O -2.85987 -3.28581 2.59442  C59 1.434, C61 1.435
61 C -2.25316 -2.47379 1.57841  C57 1.515, O60 1.435, H68 1.095, H69 1.092
62 H -2.83712 -2.13309 -0.49928  C57 1.091
63 H -2.26772 -3.77061 -0.13817  C57 1.095
64 H -4.88333 -2.50982 0.75991  C58 1.095
65 H -4.67959 -4.07404 -0.04619  C58 1.091
66 H -3.67962 -5.04825 1.93074  C59 1.095
67 H -4.83179 -3.92411 2.68241  C59 1.093
68 H -2.50496 -1.42882 1.78961  C61 1.095
69 H -1.16760 -2.58497 1.61778  C61 1.092
70 C -1.49525 -5.77588 -4.02608  C71 1.513, C74 1.516, H75 1.091, H76 1.095
71 C -0.89973 -6.78933 -3.07302  C70 1.513, C72 1.516, H77 1.095, H78 1.091
72 C -1.73417 -6.57583 -1.82537  C71 1.516, O73 1.434, H79 1.095, H80 1.092
73 O -3.03116 -6.14759 -2.26168  C72 1.434, C74 1.434
74 C -2.96516 -5.82188 -3.65643  C70 1.516, O73 1.434, H81 1.096, H82 1.092
75 H -1.31354 -6.00195 -5.07805  C70 1.091
76 H -1.08731 -4.78224 -3.81381  C70 1.095
77 H -1.05861 -7.80101 -3.46037  C71 1.095
78 H 0.16907 -6.65479 -2.89913  C71 1.091
79 H -1.31347 -5.78365 -1.19667  C72 1.095
80 H -1.82996 -7.48315 -1.22460  C72 1.092
81 H -3.48906 -6.60902 -4.20970  C74 1.096
82 H -3.47374 -4.87227 -3.83660  C74 1.092
83 C 7.91385 4.25075 -4.32410  C84 1.512, C87 1.516, H88 1.091, H89 1.095
84 C 8.51069 3.23258 -3.37851  C83 1.512, C85 1.516, H90 1.095, H91 1.091
85 C 7.68498 3.44391 -2.12492  C84 1.516, O86 1.436, H92 1.095, H93 1.093
86 O 6.38496 3.87910 -2.55170  C85 1.436, C87 1.435
87 C 6.44651 4.20923 -3.94663  C83 1.516, O86 1.435, H94 1.095, H95 1.092
88 H 8.08871 4.02751 -5.37777  C83 1.091
89 H 8.32674 5.24220 -4.11085  C83 1.095
90 H 8.34584 2.22303 -3.76838  C84 1.095
91 H 9.58094 3.36285 -3.21059  C84 1.091
92 H 8.11175 4.23234 -1.49550  C85 1.095
93 H 7.59004 2.53400 -1.52761  C85 1.093
94 H 5.91665 3.42614 -4.49968  C87 1.095
95 H 5.94119 5.16164 -4.12117  C87 1.092

Mulliken population analysis, charges in e, atoms 1 to 2: atom 1 (O): -0.549, atom 2 (C): 0.112



Calculated HOMO-LUMO gap, 9.63 9.88 eV (same order as the records).
Calculated energy relative to the best compared isomer or geometry (same formula, charge and spin), 1.7169 0.0000 eV (same order as the records).